Below is a molecular structure, C9H17N3O2S at a distorted geometry, with properties calculated with the ωB97M-V functional and the def2-TZVPD basis.

Calculated values
* multiplicity: 1
* LUMO level: 0.02647 Eh
* F_max: 13.71 eV Å⁻¹

Cartesian coordinates (Å):
C: -3.305 -1.367 -1.427
C: -3.458 -1.111 -0.036
O: -2.259 -0.890 0.706
C: -1.816 0.259 0.796
O: -1.392 0.528 -0.593
C: -1.327 2.018 -0.550
C: -0.800 2.234 -1.823
H: -0.598 3.449 -2.264
H: -1.440 1.999 -2.842
H: 0.287 1.816 -2.106
H: -2.313 2.790 -0.463
H: -0.699 2.602 0.062
C: -0.700 0.034 1.755
C: 0.631 0.378 1.253
N: 1.396 1.293 1.186
N: 2.414 0.966 0.681
C: 2.395 -0.385 0.027
S: 3.380 -1.030 -0.944
N: 1.243 -0.572 0.349
C: 0.536 -1.896 0.170
H: 0.573 -2.644 0.802
H: -0.592 -1.711 -0.082
H: 1.140 -2.226 -0.724
H: 3.200 1.679 0.641
H: -0.796 1.209 2.334
H: -0.749 -0.710 2.385
H: -2.635 0.825 1.171
H: -4.108 -1.784 0.382
H: -4.297 -0.231 0.205
H: -2.739 -0.598 -1.872
H: -2.795 -2.185 -1.684
H: -4.337 -1.473 -2.161